[1]
{
  "formula": "C35H77CrF6N3O22S7",
  "method": "ωB97M-V with the def2-TZVPD basis set",
  "spin_multiplicity": 4,
  "charge": 1,
  "gap_ev": [3.3, 5.4],
  "elements": ["Cr", "O", "C", "O", "O", "H", "C", "F", "F", "F", "S", "O", "O", "N", "S", "O", "O", "C", "F", "F", "F", "C", "S", "O", "C", "H", "H", "H", "H", "H", "H", "C", "S", "O", "C", "H", "H", "H", "H", "H", "H", "C", "S", "O", "C", "H", "H", "H", "H", "H", "H", "C", "S", "O", "C", "H", "H", "H", "H", "H", "H", "C", "S", "O", "C", "H", "H", "H", "H", "H", "H", "C", "O", "N", "C", "C", "H", "H", "H", "H", "H", "H", "H", "C", "O", "N", "C", "C", "H", "H", "H", "H", "H", "H", "H", "O", "C", "O", "C", "C", "C", "H", "H", "H", "H", "H", "H", "H", "H", "O", "C", "O", "C", "C", "C", "H", "H", "H", "H", "H", "H", "H", "H", "O", "C", "O", "C", "C", "C", "H", "H", "H", "H", "H", "H", "H", "H", "O", "C", "O", "C", "C", "C", "H", "H", "H", "H", "H", "H", "H", "H"],
  "coordinates": [[2.2786, -1.9269, 1.8319], [-0.8051, -4.2867, 2.5501], [0.1905, -3.5003, 2.2651], [1.0656, -3.6774, 1.3666], [0.4836, -2.4482, 2.9124], [-0.6659, -5.0154, 1.8782], [-0.2991, -1.7853, -1.7323], [-1.0408, -2.0418, -0.6746], [0.0744, -2.9447, -2.2585], [-0.9116, -1.0788, -2.6245], [1.3791, -0.9855, -1.2077], [2.4196, -1.8807, -1.6159], [1.4633, 0.3116, -1.8106], [1.2778, -0.8902, 0.5126], [0.3420, 0.4157, 0.8817], [-0.8226, 0.6116, 0.0756], [0.1025, 0.3426, 2.3071], [1.4699, 1.9314, 0.6939], [2.7529, 1.5440, 0.5556], [1.0739, 2.6464, -0.3288], [1.4639, 2.6704, 1.7942], [4.1930, -5.2486, -0.5273], [4.8451, -3.7339, 0.2174], [3.5725, -2.9713, 0.6169], [5.4534, -2.9760, -1.2906], [4.9904, -5.9603, -0.7587], [3.7399, -5.0444, -1.4977], [3.5222, -5.7877, 0.1392], [6.1351, -2.1716, -1.0019], [4.6649, -2.6064, -1.9392], [6.1353, -3.6566, -1.8050], [-0.0470, -2.8544, -5.7151], [1.5319, -2.0189, -6.1786], [1.4447, -0.5917, -5.7466], [2.5795, -2.8070, -4.8849], [0.1611, -3.9153, -5.6080], [-0.7757, -2.6688, -6.5048], [-0.4820, -2.3336, -4.8636], [2.2203, -2.6232, -3.8744], [3.6047, -2.5100, -5.0952], [2.5757, -3.8928, -5.0303], [-0.0798, 7.4451, 3.7398], [-0.5359, 6.4313, 2.3062], [-1.0999, 7.4309, 1.3187], [1.2187, 6.2490, 1.7995], [0.3647, 6.7537, 4.4602], [-0.9829, 7.8142, 4.2205], [0.5864, 8.2046, 3.3458], [1.3325, 5.6192, 0.9206], [1.8599, 5.8777, 2.6004], [1.5600, 7.2556, 1.5549], [0.3675, -6.3071, -1.1021], [0.6075, -7.3527, 0.3445], [-0.3789, -6.8422, 1.3535], [-0.1397, -8.8602, -0.3579], [0.6694, -5.2881, -0.9006], [-0.6987, -6.3330, -1.3435], [0.8144, -6.7493, -1.9949], [0.3936, -9.0285, -1.2980], [-1.1788, -8.6740, -0.6208], [0.0321, -9.7131, 0.2904], [7.6038, -0.5817, 2.5580], [7.7706, 0.3986, 1.0170], [7.3248, -0.5608, -0.0677], [6.3052, 1.4687, 1.2631], [6.5981, -1.0073, 2.6106], [7.6839, 0.1375, 3.3764], [8.2796, -1.4201, 2.7038], [5.3887, 0.9288, 1.0438], [6.4954, 2.2343, 0.5103], [6.3059, 1.9489, 2.2407], [-3.9735, -0.4459, 5.2972], [-5.1323, -0.7038, 5.0526], [-2.9251, -0.8063, 4.5238], [-1.5641, -0.5854, 4.9269], [-3.1253, -1.5709, 3.3129], [-3.6030, 0.0817, 6.1898], [-1.4152, -0.2471, 5.9515], [-1.0221, 0.1980, 4.3955], [-1.0044, -1.5107, 4.7565], [-2.4019, -1.2765, 2.5549], [-3.1381, -2.6516, 3.5020], [-4.1465, -1.4411, 2.9502], [-5.3551, -4.8081, -0.6793], [-6.2504, -5.2932, -1.3278], [-4.2425, -5.5187, -0.3409], [-3.1309, -4.9565, 0.3985], [-3.9906, -6.8388, -0.8421], [-5.3718, -3.8327, -0.1734], [-3.3487, -4.0340, 0.9423], [-2.3202, -4.6979, -0.2885], [-2.7874, -5.6520, 1.1640], [-3.7601, -7.5412, -0.0336], [-4.8038, -7.1843, -1.4721], [-3.0740, -6.9463, -1.4417], [-4.0892, -3.4574, -3.1375], [-3.8234, -2.3192, -3.4919], [-4.0438, -1.2412, -2.7736], [-4.3213, -1.4234, -1.3804], [-4.2462, -0.0960, -0.6461], [-3.5965, -2.0221, -4.9461], [-3.6366, -2.1588, -0.9476], [-5.2824, -1.9183, -1.2355], [-3.4223, 0.5145, -1.0075], [-4.2898, -0.2206, 0.4361], [-5.1691, 0.4640, -0.8196], [-4.3766, -1.4147, -5.4013], [-3.5775, -2.9542, -5.5080], [-2.6349, -1.5410, -5.1385], [-1.8271, 2.2502, 6.1093], [-0.9281, 2.9052, 5.6439], [-0.8855, 4.2227, 5.5094], [-2.0898, 4.9827, 5.5976], [-2.1808, 5.6164, 6.9887], [0.4188, 2.3030, 5.3372], [-2.9714, 4.3934, 5.3499], [-2.0590, 5.7755, 4.8504], [-1.2706, 6.1775, 7.2095], [-2.3046, 4.8207, 7.7219], [-2.9702, 6.3584, 7.1043], [1.1980, 2.9016, 5.8152], [0.6865, 2.3055, 4.2812], [0.4546, 1.3087, 5.7701], [-3.2244, 2.4039, -2.7570], [-2.2342, 2.8296, -3.2987], [-2.0980, 4.0818, -3.7126], [-3.2432, 4.9287, -3.5233], [-2.8950, 6.3229, -4.0112], [-1.0108, 1.9705, -3.5204], [-3.4978, 4.9171, -2.4605], [-4.1266, 4.4877, -3.9867], [-3.7629, 6.9704, -3.8862], [-2.6256, 6.3158, -5.0679], [-2.0644, 6.7839, -3.4781], [-0.7340, 1.6190, -2.5273], [-0.2007, 2.5408, -3.9681], [-1.2396, 1.1105, -4.1449], [3.8635, 4.8649, -3.4072], [3.8560, 4.9471, -2.2114], [2.7819, 5.1530, -1.4503], [1.4945, 5.1889, -2.0771], [1.1800, 6.4802, -2.8326], [5.1104, 4.7488, -1.3863], [0.7846, 4.9777, -1.2824], [1.4621, 4.3928, -2.8250], [2.1182, 6.7200, -3.3332], [0.8839, 7.2633, -2.1309], [0.3615, 6.4514, -3.5482], [5.5728, 3.8043, -1.6723], [4.9495, 4.8418, -0.3159], [5.8386, 5.4940, -1.7118]],
  "mulliken_spin": [3.50, 0.00, 0.00, -0.28, -0.22, -0.01, 0.00, 0.01, 0.00, 0.00, 0.03, 0.00, -0.01, -0.04, 0.01, 0.00, 0.02, 0.00, 0.00, 0.00, 0.00, 0.00, 0.01, -0.02, 0.00, 0.00, 0.00, 0.00, 0.00, 0.00, 0.00, 0.00, 0.00, 0.00, 0.00, 0.00, 0.00, 0.00, 0.00, 0.00, 0.00, 0.00, 0.00, 0.00, 0.00, 0.00, 0.00, 0.00, 0.00, 0.00, 0.00, 0.00, 0.00, 0.00, 0.00, 0.00, 0.00, 0.00, 0.00, 0.00, 0.00, 0.00, 0.00, 0.00, 0.00, 0.00, 0.00, 0.00, 0.00, 0.00, 0.00, 0.00, 0.00, 0.00, 0.00, 0.00, 0.00, 0.00, 0.00, 0.00, 0.00, 0.00, 0.00, 0.00, 0.00, 0.00, 0.00, 0.00, 0.00, 0.00, 0.00, 0.00, 0.00, 0.00, 0.00, 0.00, 0.00, 0.00, 0.00, 0.00, 0.00, 0.00, 0.00, 0.00, 0.00, 0.00, 0.00, 0.00, 0.00, 0.00, 0.00, 0.00, 0.00, 0.00, 0.00, 0.00, 0.00, 0.00, 0.00, 0.00, 0.00, 0.00, 0.00, 0.00, 0.00, 0.00, 0.00, 0.00, 0.00, 0.00, 0.00, 0.00, 0.00, 0.00, 0.00, 0.00, 0.00, 0.00, 0.00, 0.00, 0.00, 0.00, 0.00, 0.00, 0.00, 0.00, 0.00, 0.00, 0.00, 0.00, 0.00]
}

[2]
{
  "formula": "C8H13NO5",
  "method": "ωB97M-V with the def2-TZVPD basis set",
  "charge": 0,
  "gap_ev": [6.7, 8.7],
  "elements": ["C", "C", "C", "C", "C", "C", "C", "C", "N", "O", "O", "O", "O", "O", "H", "H", "H", "H", "H", "H", "H", "H", "H", "H", "H", "H", "H"],
  "coordinates": [[2.9151, 1.2276, -0.2035], [-1.9894, -0.0766, 1.4825], [-1.6758, 1.8712, -0.0688], [-2.3177, -0.3817, -0.9481], [-2.5191, 0.6121, 0.2411], [-0.2267, -0.0007, -0.0671], [2.0302, -2.4088, 0.0489], [2.4216, -0.1258, -0.6034], [2.8246, -1.2704, 0.0210], [2.1634, 2.2492, -0.5336], [3.9872, 1.3714, 0.3834], [-0.6126, -0.4292, 1.2147], [-0.2853, 1.3172, -0.2362], [-0.9322, -0.7671, -1.0613], [-1.8835, 0.6075, 2.3119], [-2.6540, -1.0302, 1.6009], [-2.0832, 2.4659, -0.9415], [-1.6835, 2.4930, 0.7980], [-2.8833, -1.3220, -0.9214], [-2.6379, 0.2154, -1.8506], [-3.6372, 0.9149, 0.4568], [2.5796, -3.2496, 0.2962], [1.1841, -2.2931, 0.6917], [1.5695, -2.5516, -0.8805], [1.6349, -0.1732, -1.3581], [3.5697, -1.2758, 0.7684], [1.1414, 2.0104, -0.6411]],
  "nbo_charge": [0.71, -0.09, -0.08, -0.09, -0.32, 0.71, -0.41, -0.07, -0.52, -0.69, -0.61, -0.57, -0.60, -0.57, 0.20, 0.19, 0.21, 0.19, 0.20, 0.17, 0.25, 0.20, 0.21, 0.20, 0.22, 0.42, 0.52]
}

[3]
{
  "formula": "C4H2O2",
  "method": "ωB97M-V with the def2-TZVPD basis set",
  "smiles": "O=CC#CC=O",
  "charge": 0,
  "gap_ev": 9.8,
  "elements": ["O", "C", "C", "C", "C", "O", "H", "H"],
  "coordinates": [[-0.4660, 2.7865, 0.0278], [-0.2930, 1.6048, 0.0008], [0.8871, 0.7606, 0.2784], [1.0967, -0.4417, 0.2219], [0.2114, -1.5939, -0.0167], [-0.7718, -1.3949, -0.6931], [-1.0601, 0.8393, -0.2804], [0.3958, -2.5607, 0.4614]],
  "nbo_charge": [-0.45, 0.36, -0.03, -0.09, 0.37, -0.48, 0.17, 0.15]
}

[4]
{
  "formula": "C52H62N3O3",
  "method": "ωB97M-V with the def2-TZVPD basis set",
  "charge": 1,
  "gap_ev": 2.7,
  "elements": ["C", "C", "C", "C", "C", "C", "C", "C", "C", "C", "C", "C", "C", "C", "N", "C", "C", "C", "C", "C", "C", "N", "O", "O", "C", "C", "N", "C", "C", "C", "C", "C", "C", "C", "C", "C", "C", "C", "C", "C", "C", "C", "C", "H", "H", "H", "H", "H", "H", "H", "H", "H", "H", "H", "H", "H", "H", "H", "H", "H", "H", "H", "H", "H", "H", "H", "H", "H", "H", "H", "H", "H", "H", "H", "H", "H", "H", "H", "H", "H", "H", "H", "H", "H", "H", "H", "H", "H", "H", "H", "H", "H", "C", "O", "C", "C", "C", "C", "C", "C", "C", "C", "C", "C", "C", "C", "C", "H", "H", "H", "H", "H", "H", "H", "H", "H", "H", "H", "H", "H"],
  "coordinates": [[2.2971, -3.4835, -1.8226], [1.0815, -3.9373, -1.0296], [-0.1928, -3.7553, -1.8368], [1.2459, -5.4457, -0.7747], [0.9340, -3.1795, 0.3091], [0.1204, -3.8261, 1.2428], [0.2174, -3.5262, 2.5920], [0.9026, -2.3745, 2.9630], [1.6164, -1.5874, 2.0589], [2.4900, -0.5059, 2.7868], [3.3586, 0.3951, 1.9359], [3.4659, -1.2666, 3.6964], [1.6004, 0.4040, 3.6434], [1.5097, -1.9247, 0.6681], [1.8449, -0.9667, -0.3634], [0.9314, -0.2589, -1.1227], [-0.4483, -0.3851, -1.0707], [-1.2255, -0.0237, -2.2388], [-0.7958, -0.5131, -3.5099], [-1.2119, 0.1093, -4.6664], [-2.1028, 1.1925, -4.5808], [-2.0494, 2.1189, -5.6635], [-2.6217, 3.2295, -5.5599], [-1.3654, 1.8027, -6.6786], [-2.7436, 1.4982, -3.3605], [-2.3389, 0.8672, -2.1959], [1.6501, 0.6408, -1.8864], [1.1796, 1.7377, -2.7035], [0.2306, 2.6997, -2.2179], [0.1090, 3.2185, -0.7339], [-1.1941, 3.9952, -0.5620], [1.3057, 4.1518, -0.5217], [0.0907, 2.1846, 0.3727], [-0.4280, 3.4815, -3.1915], [0.2499, 3.8342, -4.3509], [1.4554, 3.2003, -4.6057], [1.7651, 1.9747, -3.9809], [2.7099, 1.0639, -4.8324], [2.3182, 1.1752, -6.3179], [2.6557, -0.4195, -4.5040], [4.1318, 1.6126, -4.7175], [3.0036, 0.4401, -1.6195], [3.1182, -0.5721, -0.7538], [3.2049, -3.5333, -1.2022], [2.4397, -4.1504, -2.6890], [2.1647, -2.4657, -2.2073], [-0.9951, -4.3768, -1.4220], [-0.5299, -2.7130, -1.8138], [-0.0422, -4.0512, -2.8857], [0.3481, -5.9003, -0.3395], [1.4346, -5.9644, -1.7247], [2.0976, -5.6423, -0.1105], [-0.5492, -4.6355, 0.9228], [-0.2053, -4.1956, 3.3494], [0.8779, -2.1132, 4.0121], [2.7727, 0.9677, 1.2138], [3.8444, 1.1273, 2.6038], [4.1648, -0.1595, 1.4418], [2.9474, -1.9121, 4.4099], [4.1173, -1.8936, 3.0736], [4.0992, -0.5755, 4.2653], [1.1919, -0.1220, 4.5115], [2.1847, 1.2517, 4.0301], [0.7672, 0.8107, 3.0563], [-0.9228, -0.6473, -0.1351], [-0.1191, -1.3718, -3.5576], [-0.8332, -0.1371, -5.6496], [-3.5232, 2.2516, -3.3796], [-2.7800, 1.1091, -1.2220], [-2.0452, 3.3236, -0.7392], [-1.2708, 4.3781, 0.4645], [-1.2601, 4.8543, -1.2353], [2.2421, 3.6167, -0.7226], [1.2391, 5.0018, -1.2133], [1.3246, 4.5255, 0.5103], [1.0074, 1.5932, 0.4020], [-0.0127, 2.7072, 1.3422], [-0.7685, 1.5088, 0.2921], [-1.4164, 3.9202, -3.0297], [-0.1273, 4.6095, -5.0171], [2.0995, 3.6028, -5.3971], [2.4715, 2.1851, -6.7117], [2.9492, 0.5024, -6.9121], [1.2704, 0.8945, -6.4761], [3.2934, -0.6809, -3.6572], [1.6215, -0.7359, -4.3341], [3.0356, -0.9937, -5.3607], [4.4899, 1.6018, -3.6839], [4.8224, 1.0092, -5.3220], [4.1656, 2.6492, -5.0757], [3.7597, 1.0520, -2.0747], [3.9982, -1.0417, -0.3528], [-1.1630, 1.8081, 8.3413], [-0.5747, 0.7134, 7.6085], [-1.3566, 0.1129, 6.6786], [-0.8570, -1.0957, 6.1306], [-1.4594, -1.6295, 5.0153], [-2.5356, -0.9541, 4.3520], [-2.9264, -1.3046, 3.0308], [-4.2843, -1.1500, 2.5785], [-5.1276, -2.2715, 2.2889], [-6.4726, -2.0893, 1.9782], [-7.0370, -0.8004, 1.8972], [-6.2080, 0.3040, 2.1525], [-4.8652, 0.1384, 2.4718], [-3.2018, 0.0449, 5.1372], [-2.5863, 0.6309, 6.2148], [-0.3814, 2.1127, 9.0382], [-1.4345, 2.6345, 7.6685], [-2.0647, 1.4833, 8.8882], [0.0124, -1.5476, 6.6162], [-1.1113, -2.5923, 4.6322], [-2.2848, -1.9627, 2.4713], [-4.7229, -3.2793, 2.4175], [-7.1106, -2.9568, 1.8272], [-8.0778, -0.6576, 1.6115], [-6.6321, 1.3043, 2.1412], [-4.2426, 1.0034, 2.7117], [-4.1886, 0.3900, 4.8358], [-3.0232, 1.4930, 6.7225]],
  "lowdin_charge": [-0.04, -0.54, -0.04, -0.06, -0.08, -0.04, -0.08, -0.08, -0.05, -0.52, -0.06, -0.04, -0.04, -0.04, 0.04, -0.22, -0.07, -0.21, -0.03, 0.02, -0.17, -0.31, 0.04, 0.03, -0.01, -0.03, 0.08, -0.07, -0.07, -0.51, -0.06, -0.03, -0.07, -0.06, -0.05, -0.04, -0.07, -0.52, -0.05, -0.05, -0.04, -0.05, -0.09, 0.10, 0.10, 0.07, 0.09, 0.06, 0.10, 0.07, 0.09, 0.10, 0.12, 0.11, 0.08, 0.07, 0.10, 0.08, 0.08, 0.10, 0.10, 0.06, 0.09, 0.08, 0.11, 0.10, 0.12, 0.12, 0.11, 0.08, 0.09, 0.08, 0.09, 0.10, 0.09, 0.06, 0.09, 0.07, 0.11, 0.12, 0.12, 0.08, 0.09, 0.08, 0.07, 0.06, 0.09, 0.06, 0.10, 0.09, 0.11, 0.13, -0.03, -0.03, -0.21, 0.03, 0.01, -0.16, 0.15, -0.21, 0.00, -0.06, -0.04, -0.06, -0.05, 0.04, 0.03, 0.11, 0.10, 0.11, 0.14, 0.11, 0.13, 0.12, 0.11, 0.12, 0.11, 0.12, 0.12, 0.12]
}